The following is a DFT calculation (ωB97M-V with the def2-TZVPD basis set) of a structure of composition C16H25MoN4O4SSe2Te at a distorted geometry.

Relative energy (zero: lowest compared OMol25 entry of this formula, charge and spin) ... 4.35 kcal per mole
Strongest force on any atom ... 1.19 eV/A
Gap between HOMO and LUMO (spin up / spin down) ... 0.228 / 0.246 Ha
⟨S²⟩ ... 2.05
LUMO energy (spin up / spin down) ... -4.0 / -3.6 eV

Structure (ORCA input):
```
! RIJCOSX wB97M-V def2-TZVPD def2/J DEFGRID3
* xyz 1 3
Mo 0.55567 -0.92933 0.57024
O 5.40597 -3.90006 1.19785
C 4.89522 -3.41070 -0.03346
C 3.59917 -2.65153 0.25883
C 3.16921 -2.04056 -1.06908
O 1.71214 -2.02717 -1.14514
C 3.88956 -1.58108 1.32651
Se 2.74421 0.01131 1.33822
C 2.59312 -3.69681 0.74915
Se 0.94285 -3.06777 1.59576
H 6.28718 -4.25669 1.06521
H 4.68352 -4.22528 -0.72982
H 5.60008 -2.72665 -0.51542
H 3.54806 -2.62868 -1.90455
H 3.53826 -1.02539 -1.14816
H 1.44724 -1.66449 -1.99443
H 4.89539 -1.19492 1.19880
H 3.82947 -2.01894 2.31603
H 3.06312 -4.31524 1.50808
H 2.27376 -4.33633 -0.06903
N -0.66155 4.00024 -1.13227
C 0.54904 3.78343 -1.62198
N 1.27282 4.81599 -2.04131
N 1.10745 2.57222 -1.76782
C 0.67364 1.43770 -1.39365
N 0.40156 0.33672 -1.07977
H -1.07044 4.92126 -1.08782
H -1.21994 3.23867 -0.78567
H 0.95200 5.76395 -1.95941
H 2.19943 4.63928 -2.38319
C -3.05227 -1.49279 -1.64335
Te -2.14122 -1.99627 0.20653
C -1.89620 -4.01145 -0.40483
H -2.34192 -1.62134 -2.45472
H -3.40109 -0.46364 -1.59650
H -3.90246 -2.16211 -1.76498
H -2.86275 -4.50463 -0.33697
H -1.18160 -4.47891 0.26237
H -1.52653 -4.02479 -1.42657
O -5.85127 4.60431 1.44466
C -4.85048 4.24920 0.62183
O -4.70607 4.81339 -0.42702
C -3.92084 3.16014 1.06841
C -3.42709 3.08803 2.36539
C -2.38836 2.22099 2.67778
C -1.81290 1.41178 1.69630
S -0.35325 0.53652 2.18855
C -2.37339 1.43469 0.41410
C -3.41466 2.29885 0.10577
H -5.90776 3.99558 2.18936
H -3.80951 3.75111 3.13754
H -1.98612 2.19607 3.68570
H -1.95432 0.82540 -0.36820
H -3.81515 2.34673 -0.90384
*
```

The following is a DFT calculation (ωB97M-V with the def2-TZVPD basis set) of a structure of composition CI3O2S at a distorted geometry.

Relative energy (zero: lowest compared OMol25 entry of this formula, charge and spin) ... 23.79 kcal per mole
Strongest force on any atom ... 3.18 eV/A
Gap between HOMO and LUMO (spin up / spin down) ... 0.243 / 0.243 Ha
LUMO energy (spin up / spin down) ... 1.8 / 1.8 eV

Structure (ORCA input):
```
! RIJCOSX wB97M-V def2-TZVPD def2/J DEFGRID3
* xyz -1 1
C 0.52870 0.38164 -0.20693
O -2.04710 0.64432 -0.11082
O -1.05349 -1.32327 1.10405
S -1.18393 -0.62578 -0.15749
I 0.49960 1.28604 1.66343
I 1.11851 1.44630 -1.88565
I 2.13771 -1.80925 -0.40658
*
```

The following is a DFT calculation (ωB97M-V with the def2-TZVPD basis set) of the molecule C27H34N4O at a distorted geometry.

Relative energy (zero: lowest compared OMol25 entry of this formula, charge and spin) ... 14.84 kcal per mole
Strongest force on any atom ... 1.03 eV/A
Gap between HOMO and LUMO ... 0.317 Ha
SMILES ... C[C@H](CN1CCC(n2nccc2NC(=O)CCCc2ccccc2)CC1)c1ccccc1
LUMO energy ... 0.7 eV

Structure (ORCA input):
```
! RIJCOSX wB97M-V def2-TZVPD def2/J DEFGRID3
* xyz 0 1
C 2.44161 -3.33121 4.35798
C 1.65763 -3.06548 3.07049
C 2.55960 -3.38620 1.84879
N 1.99155 -3.25285 0.52675
C 0.78476 -4.03661 0.32302
C 0.36167 -4.04172 -1.14641
C 0.20263 -2.61831 -1.68035
N -0.91192 -1.96027 -1.02285
N -1.74509 -2.64668 -0.24639
C -2.61950 -1.78732 0.23634
C -2.36456 -0.49976 -0.23747
C -1.26065 -0.65340 -1.05549
N -0.60064 0.33965 -1.78436
C -0.41085 0.30413 -3.13279
O -0.69547 -0.66268 -3.80546
C 0.23724 1.53862 -3.74299
C 0.24314 2.81514 -2.90653
C -1.17064 3.36898 -2.65583
C -1.15339 4.32954 -1.49980
C -0.88876 5.67778 -1.70108
C -0.82146 6.55202 -0.63083
C -1.01557 6.08783 0.65876
C -1.28014 4.74591 0.87109
C -1.34627 3.87417 -0.20092
C 1.52330 -1.88651 -1.42442
C 1.83002 -1.88822 0.06849
C 1.12936 -1.65518 3.04549
C -0.23817 -1.41948 2.94969
C -0.73533 -0.13057 2.87905
C 0.13015 0.94915 2.91035
C 1.49167 0.72924 3.03419
C 1.98569 -0.56029 3.10644
H 2.74726 -4.37411 4.40556
H 3.33362 -2.71155 4.40715
H 1.82376 -3.11171 5.22619
H 0.80489 -3.75165 3.04917
H 2.88852 -4.42638 1.95098
H 3.44888 -2.75114 1.88530
H 0.99665 -5.06175 0.63856
H -0.05945 -3.65718 0.91553
H 1.12061 -4.54385 -1.74653
H -0.58014 -4.58076 -1.23730
H -0.00866 -2.63359 -2.75775
H -3.39745 -2.11924 0.89488
H -2.90242 0.40334 -0.03194
H -0.46593 1.21099 -1.29455
H 1.26585 1.25367 -3.98447
H -0.27008 1.71512 -4.69410
H 0.82708 3.57277 -3.43367
H 0.75366 2.64436 -1.95365
H -1.86155 2.55033 -2.44478
H -1.52272 3.87166 -3.55819
H -0.73867 6.04527 -2.70626
H -0.61775 7.59857 -0.80373
H -0.96393 6.76918 1.49483
H -1.43872 4.37834 1.87452
H -1.56168 2.82876 -0.02226
H 1.49603 -0.86357 -1.79596
H 2.31070 -2.42099 -1.95637
H 2.76412 -1.35152 0.25561
H 1.02287 -1.35574 0.59590
H -0.92314 -2.25507 2.91181
H -1.80046 0.02782 2.79423
H -0.25237 1.95753 2.84512
H 2.17214 1.56813 3.07152
H 3.05115 -0.71423 3.19528
*
```

The following is a DFT calculation (ωB97M-V with the def2-TZVPD basis set) of the ion C10H13N4 with charge +1 at a distorted geometry.

Relative energy (zero: lowest compared OMol25 entry of this formula, charge and spin) ... 58.54 kcal per mole
Strongest force on any atom ... 2.27 eV/A
Gap between HOMO and LUMO (spin up / spin down) ... 0.239 / 0.239 Ha
LUMO energy (spin up / spin down) ... -4.7 / -4.7 eV

Structure (ORCA input):
```
! RIJCOSX wB97M-V def2-TZVPD def2/J DEFGRID3
* xyz 1 1
C -2.82546 1.33837 0.48899
C -2.52133 1.09342 1.79268
C -0.84185 0.11276 -0.17004
C -2.00246 0.83963 -0.54728
C -0.61275 -0.12694 1.16138
C 2.49955 0.45538 1.90489
C 0.12296 -0.37845 -1.22657
C 1.15689 -1.42485 -0.79648
C 2.09757 -0.81970 1.56626
C 2.32744 -0.95795 0.10271
N 2.91447 1.13221 0.83671
N -1.43832 0.35294 2.09749
N 2.82413 0.36383 -0.20052
N -2.33784 1.10096 -1.81924
H -3.70212 1.91580 0.24144
H -3.12503 1.46834 2.60366
H 2.49276 0.92812 2.86603
H -0.45883 -0.85054 -2.02351
H 0.62741 0.48622 -1.66918
H 0.64808 -2.22776 -0.26729
H 1.58893 -1.83820 -1.70888
H 1.79540 -1.61375 2.21536
H 3.13913 -1.69195 -0.03856
H -1.23649 0.14887 3.06915
H 3.14099 0.68980 -1.10006
H -3.18358 1.61115 -2.01122
H -1.81756 0.75057 -2.60165
*
```

The following is a DFT calculation (ωB97M-V with the def2-TZVPD basis set) of a structure of composition C43H59AsGe2N2O4S2Sc at a distorted geometry.

Relative energy (zero: lowest compared OMol25 entry of this formula, charge and spin) ... 16.15 kcal per mole
Strongest force on any atom ... 1.47 eV/A
Gap between HOMO and LUMO ... 0.258 Ha
LUMO energy ... -2.3 eV

Structure (ORCA input):
```
! RIJCOSX wB97M-V def2-TZVPD def2/J DEFGRID3
* xyz 1 1
Sc 0.45614 -0.70487 -0.32085
C 1.28867 4.59536 -1.20592
C 1.09014 3.28803 -0.43539
Ge 1.41274 1.59374 -1.42578
C 3.26457 1.61890 -2.12519
C 3.72902 2.76596 -3.02278
C 0.38238 1.99082 -3.10050
C -0.75488 1.56756 -3.66912
Ge -1.75923 0.11452 -2.86812
C -3.67709 -0.12461 -2.61630
C -4.48625 -0.77518 -3.74171
C -0.94363 -1.56052 -3.43269
C -0.78696 -1.64848 -4.95641
C -1.21612 2.01587 -5.02368
C -0.44257 2.84548 -5.84275
C -0.88310 3.22173 -7.09893
C -2.10935 2.77940 -7.58313
C -2.88896 1.95693 -6.78986
C -2.43906 1.58868 -5.52822
H 0.86997 5.44490 -0.66002
H 0.80557 4.57271 -2.18491
H 2.34335 4.80990 -1.36811
H 0.05867 3.24611 -0.07276
H 1.72486 3.27298 0.45419
H 3.38294 0.66880 -2.65373
H 3.92294 1.53380 -1.25662
H 3.07079 2.92796 -3.87897
H 4.72187 2.55677 -3.42850
H 3.79721 3.71067 -2.48577
H 0.92658 2.71862 -3.70330
H -4.13915 0.81016 -2.29568
H -3.66924 -0.79049 -1.74680
H -4.67581 -0.09284 -4.56823
H -5.46177 -1.09447 -3.37249
H -3.98906 -1.65993 -4.14543
H -1.53989 -2.39029 -3.04910
H 0.05436 -1.62911 -2.98317
H -1.75127 -1.62459 -5.46685
H -0.28573 -2.57397 -5.24301
H -0.19527 -0.81788 -5.34218
H 0.51993 3.20188 -5.50369
H -0.26201 3.86441 -7.70961
H -2.44794 3.07358 -8.56762
H -3.84804 1.60250 -7.14557
H -3.07908 0.95685 -4.92673
C 4.66408 -7.57512 0.40717
C 4.22327 -6.14669 0.24769
C 4.60372 -5.41160 -0.87749
C 4.23636 -4.08850 -1.02545
C 3.46026 -3.49269 -0.03466
C 3.06937 -4.19614 1.09229
C 3.45762 -5.52230 1.22607
S 2.97939 -1.82667 -0.26612
O 1.91740 -1.85383 -1.32459
O 4.15419 -1.07657 -0.58108
N 2.11430 -1.32527 0.96266
C 2.76619 -0.68748 2.04632
C 3.93469 -1.13156 2.60367
C 4.52330 -0.46623 3.70039
C 3.92891 0.63247 4.24227
C 2.72283 1.12308 3.68515
C 2.07131 2.26854 4.19662
C 0.93101 2.71353 3.60189
C 0.44270 2.01310 2.48110
N 0.99953 0.94081 1.97422
C 2.13990 0.47663 2.57412
H 5.68351 -7.61670 0.79588
H 4.65766 -8.10024 -0.54744
H 4.02123 -8.11331 1.10206
H 5.20206 -5.88689 -1.64539
H 4.54519 -3.52065 -1.89354
H 2.46885 -3.71280 1.85159
H 3.16011 -6.08002 2.10633
H 4.43052 -2.00306 2.19597
H 5.45248 -0.84259 4.10690
H 4.36599 1.14609 5.08903
H 2.49536 2.78078 5.05200
H 0.40735 3.59081 3.95493
H -0.44721 2.38491 1.98864
C -2.03137 1.21478 -0.33677
O -1.34905 0.16577 -1.02331
H -1.39998 1.59143 0.46456
H -2.96910 0.83887 0.07972
H -2.24374 2.05174 -1.00658
C -2.38522 -4.14500 -0.94634
As -0.58494 -3.52507 -0.51171
C -0.29950 -4.46431 1.18736
C 0.37668 -4.73249 -1.69940
H -2.54459 -5.12470 -0.49725
H -2.46539 -4.23840 -2.02834
H -3.14754 -3.45135 -0.59534
H 0.45777 -5.23247 1.04094
H -1.22121 -4.93845 1.52203
H 0.04445 -3.76286 1.94572
H -0.00282 -5.74597 -1.57118
H 1.44132 -4.70881 -1.47370
H 0.23160 -4.41545 -2.73171
C -0.94323 -1.26523 3.99472
S -1.59788 -0.48254 2.53787
O -0.88165 -1.18377 1.39774
C -3.24513 -1.12364 2.55610
C -4.26140 -0.26909 2.95556
C -5.56580 -0.74499 2.98296
C -5.83449 -2.04948 2.59534
C -4.80567 -2.89066 2.18316
C -3.49928 -2.43072 2.16422
H -1.06102 -2.34372 3.89206
H -1.48972 -0.89174 4.86046
H 0.10910 -0.98785 4.05547
H -4.04186 0.75436 3.23658
H -6.37048 -0.09282 3.29459
H -6.85331 -2.41345 2.60940
H -5.02446 -3.90586 1.87805
H -2.68535 -3.06537 1.84396
*
```